A structure of composition C3H6SSe, computed with the ωB97M-V functional and the def2-TZVPD basis.

Last column: natural (NBO) charge in e.
Cartesian coordinates (Å):
Se (-1.424, -1.005, -1.142)  0.03
S (-0.443, 3.125, -1.793)  0.11
C (-0.066, -0.429, 0.196)  -0.55
C (0.728, 0.719, -0.340)  -0.41
C (-0.547, 2.158, -0.546)  -0.31
H (-1.852, -2.149, -0.370)  0.07
H (1.430, 1.128, 0.377)  0.22
H (1.151, 0.583, -1.323)  0.22
H (-1.274, 2.168, 0.241)  0.18
H (-0.607, -0.148, 1.102)  0.21
H (0.564, -1.296, 0.407)  0.23

The value obtained for the gap between HOMO and LUMO is 0.305 Eh. The value obtained for the LUMO energy is -0.158 eV. For the energy above the lowest of the compared OMol25 structures with the same formula, charge and spin, the calculation gives 38.5 kJ/mol.